{
  "formula": "C3H3CsO4",
  "method": "ωB97M-V/def2-TZVPD",
  "symbols": ["H", "H", "O", "O", "C", "Cs", "C", "O", "O", "C", "H"],
  "xyz": [[-0.4800, 2.6992, -0.5131], [-2.3395, 1.5252, 0.9647], [0.6519, 1.3412, -1.5932], [-2.5936, 1.2334, 0.0835], [-0.4245, 1.6654, -0.9115], [2.7705, -1.3473, -2.5931], [-1.4638, 0.8492, -0.6207], [2.4160, -2.7197, 1.0785], [1.1979, -2.4700, 3.0363], [1.7954, -2.5995, 2.0583], [-1.5303, -0.1771, -0.9896]],
  "nbo_charge": [0.094, 0.459, -0.930, -0.737, 0.147, 0.983, -0.137, -0.560, -0.480, 1.039, 0.121],
  "homo_ev": -4.976,
  "de_lowest_kcal_mol": 15.7
}